Entry 1:
ORCA calculation (ωB97M-V/def2-TZVPD) on 2 unconnected molecules or ions with the total composition C20H31O2Si at a distorted geometry.

Geometry as XYZ:
```
54
Properties=species:S:1:pos:R:3:forces:R:3
Si 2.612 1.702 -1.641 -0.2 -0.2 0.4
O -0.534 1.045 -1.519 -0.2 -0.3 1.1
O 1.555 0.784 -0.661 -0.9 -0.1 -0.4
C -0.273 -3.717 0.964 0.2 -0.9 -0.9
C 0.220 -1.127 -0.741 -0.2 0.8 -0.9
C -1.335 -1.289 2.392 0.1 0.0 0.2
C 1.969 -4.522 0.819 -0.1 1.0 0.2
C -5.200 2.794 -1.775 0.0 -0.1 0.1
C 0.917 -0.907 3.241 -0.3 -0.3 -0.3
C 1.963 -3.119 1.526 0.1 -0.7 -0.5
C 1.675 2.866 -2.737 0.1 0.1 -0.2
C 0.379 0.208 -0.967 0.7 -0.4 0.0
C -1.815 -0.297 3.241 0.0 -0.2 -0.2
C -4.145 1.976 -1.035 -0.1 0.0 0.2
C -0.948 0.365 4.119 0.2 -0.2 -0.3
C 3.573 0.418 -2.583 0.1 0.1 -0.1
C 0.522 -4.747 0.491 -0.1 1.1 0.8
C -2.831 1.806 -1.781 0.2 -0.3 -0.2
C 0.417 0.054 4.113 0.1 -0.1 -0.1
C 3.610 2.594 -0.352 0.1 0.1 0.0
C 0.518 -2.696 1.550 0.6 -0.4 1.1
C -1.885 0.926 -0.965 0.3 0.3 -0.4
C 0.041 -1.626 2.377 -0.3 0.7 0.4
H 2.930 -0.142 -3.275 0.1 0.1 0.1
H -2.386 2.793 -1.981 0.0 -0.3 0.1
H 2.402 3.374 -3.387 -0.2 0.0 0.1
H -0.728 -1.576 -1.026 0.3 -0.2 0.1
H -6.092 2.883 -1.150 0.0 0.1 -0.1
H 2.373 -5.282 1.503 -0.2 0.0 -0.3
H 4.443 3.131 -0.824 -0.1 -0.1 0.2
H -3.926 2.454 -0.071 -0.1 -0.1 0.0
H -3.009 1.316 -2.751 0.1 0.2 0.2
H -2.020 -1.828 1.732 0.2 0.3 0.2
H 1.982 -1.149 3.237 -0.4 0.2 0.1
H -2.193 -0.128 -1.003 0.0 0.3 0.0
H 2.990 3.324 0.185 0.1 -0.1 -0.1
H -1.841 1.246 0.087 0.0 0.0 -0.2
H 2.621 -4.507 -0.065 -0.3 -0.2 0.1
H 2.591 -2.397 0.984 -0.2 -0.1 0.2
H -5.494 2.313 -2.712 0.1 0.1 0.1
H -4.844 3.804 -1.998 0.0 -0.1 0.0
H -4.546 0.980 -0.807 -0.1 0.1 0.0
H 1.141 -1.700 -0.770 -0.3 0.0 0.4
H 1.100 0.565 4.793 -0.2 -0.1 -0.2
H 0.947 2.349 -3.374 0.2 0.1 0.1
H 1.146 3.631 -2.156 0.1 -0.2 -0.1
H 0.174 -5.638 -0.026 -0.1 0.2 0.2
H 4.051 -0.300 -1.904 -0.1 0.2 -0.1
H -1.334 1.124 4.802 0.1 -0.2 -0.2
H 2.376 -3.214 2.542 -0.3 0.2 -0.2
H 4.022 1.894 0.386 0.0 0.1 -0.2
H -1.362 -3.673 0.903 0.4 -0.1 -0.1
H 4.357 0.915 -3.170 -0.1 -0.2 0.0
H -2.877 -0.051 3.222 0.3 -0.1 0.1
```
Forces are in eV/Å.

Calculated values
Frontier orbital gap: 0.216 hartree
HOMO energy: -11.1634 eV
Net charge: +1

Entry 2:
ORCA calculation (ωB97M-V/def2-TZVPD) on a molecular structure, C20H19ClFN4O4Pd.

Geometry as XYZ:
```
50
Properties=species:S:1:pos:R:3:forces:R:3
Pd -2.406 -0.968 -0.502 0.1 -0.1 0.0
Cl -7.534 -3.514 -0.821 0.0 0.0 0.0
F 4.178 -2.714 -1.813 0.0 0.0 0.0
O -2.554 -2.811 0.608 0.0 0.0 0.0
O -1.519 2.959 0.519 0.0 0.0 0.1
O -0.274 -0.985 -0.631 0.0 0.0 0.0
O -2.348 0.955 0.142 -0.1 0.0 0.1
N -0.390 -3.192 1.197 0.0 0.0 0.0
N -2.096 -4.587 1.889 0.0 0.0 0.0
N 2.328 2.098 0.034 0.0 0.0 0.0
N -4.574 -0.922 -0.641 0.1 0.0 0.0
C -5.286 -2.050 -0.692 -0.1 0.0 0.0
C 2.817 0.881 -0.423 0.0 0.0 0.0
C 4.459 3.173 -0.500 0.0 0.0 0.0
C 2.374 -1.392 -1.141 0.0 0.0 0.0
C 3.255 3.190 0.427 0.0 0.0 0.0
C 1.907 -0.158 -0.661 0.0 0.0 0.0
C -1.691 -3.503 1.207 0.0 0.0 0.0
C 0.061 1.303 -0.007 0.0 0.0 0.1
C 4.626 -0.519 -1.123 0.0 0.0 0.0
C -6.667 -2.027 -0.759 0.0 0.0 0.0
C 1.026 2.267 0.210 0.0 0.0 0.0
C 3.606 3.052 1.903 0.0 0.0 0.0
C -6.578 0.349 -0.710 0.0 0.0 0.0
C 4.197 0.702 -0.661 0.0 0.0 0.0
C 5.170 1.830 -0.437 0.0 0.0 0.0
C 0.479 0.026 -0.431 0.0 0.0 0.0
C -7.330 -0.810 -0.770 0.0 0.0 0.0
C -1.352 1.788 0.250 0.0 0.0 -0.2
C -5.199 0.260 -0.644 0.0 0.0 0.0
C 3.712 -1.546 -1.352 0.0 0.0 0.0
H -8.410 -0.780 -0.820 0.0 0.0 0.0
H 5.656 1.704 0.534 0.0 0.0 0.0
H -1.459 -5.189 2.377 0.0 0.0 0.0
H 0.698 3.240 0.556 0.0 0.0 0.0
H -0.090 -2.451 0.572 0.0 0.0 0.0
H 4.308 3.834 2.191 0.0 0.0 0.0
H 5.133 3.981 -0.215 0.0 0.0 0.0
H 2.697 4.113 0.272 0.0 0.0 0.0
H -4.567 1.134 -0.572 0.0 0.0 0.0
H 0.294 -3.778 1.640 0.0 0.0 0.0
H 5.959 1.779 -1.186 0.0 0.0 0.0
H 5.674 -0.693 -1.332 0.0 0.0 0.0
H 4.127 3.371 -1.522 0.0 0.0 0.0
H 1.680 -2.190 -1.362 0.0 0.0 0.0
H 4.062 2.084 2.116 0.0 0.0 0.0
H -7.053 1.319 -0.708 0.0 0.0 0.0
H -4.741 -2.984 -0.668 0.0 0.0 0.0
H 2.715 3.149 2.522 0.0 0.0 0.0
H -3.081 -4.777 1.938 0.0 0.0 0.0
```
Forces are in eV/Å.

Calculated values
Relative energy (zero: lowest compared OMol25 entry of this formula, charge and spin): 0.0 kcal/mol
Frontier orbital gap (alpha / beta): 0.317 / 0.251 hartree
2S+1: 3
⟨S²⟩: 2.00
HOMO energy (alpha / beta): -11.4815 / -11.4606 eV
Net charge: +1

Entry 3:
ORCA calculation (ωB97M-V/def2-TZVPD) on a single C6H7NO3 molecule at a distorted geometry.

Geometry as XYZ:
```
17
Properties=species:S:1:pos:R:3:forces:R:3
O -1.857 1.837 -1.118 0.2 0.0 0.3
O -2.978 -0.813 0.989 1.0 1.1 -0.8
O 1.153 1.202 -0.257 -1.1 -2.3 -0.5
N 0.513 -0.059 0.010 0.7 3.5 0.7
C 1.103 -1.282 -0.330 -1.6 -1.9 -3.8
C -1.863 0.751 -0.608 -0.1 1.6 -2.9
C -2.192 -0.075 0.420 -1.9 -2.7 3.1
C 1.366 1.954 0.916 0.9 -4.4 2.4
C -0.432 -1.712 -0.729 0.7 -2.9 2.5
C -0.838 -0.342 -0.305 0.9 1.0 0.6
H -0.815 -2.628 -0.039 0.6 2.3 -1.9
H 1.388 2.859 0.485 0.9 3.8 -0.7
H 1.429 -1.832 0.482 1.0 -1.0 1.8
H -0.616 -1.835 -1.774 0.1 -0.5 -0.6
H 1.814 -1.444 -1.195 -0.8 0.9 0.8
H 2.339 1.520 1.475 -2.1 1.5 -1.1
H 0.485 1.899 1.578 0.4 0.0 -0.1
```
Forces are in eV/Å.

Calculated values
Relative energy (zero: lowest compared OMol25 entry of this formula, charge and spin): 169.7 kcal/mol
SMILES string: CON1CCC12C(=O)C2=O
Frontier orbital gap (alpha / beta): 0.283 / 0.283 hartree
HOMO energy (alpha / beta): -8.7725 / -8.7724 eV
Net charge: 0

Entry 4:
ORCA calculation (ωB97M-V/def2-TZVPD) on a single CH3NS2 molecule at a distorted geometry.

Geometry as XYZ:
```
7
Properties=species:S:1:pos:R:3:forces:R:3
S 1.278 0.152 1.984 -1.0 -0.2 -0.4
S -0.558 -0.667 -1.634 0.6 0.5 0.0
N 0.422 0.061 -0.429 -2.1 -1.3 -0.2
C 0.091 -0.155 0.847 -0.2 0.8 4.0
H -1.425 0.327 -1.546 -0.8 0.2 -0.5
H 1.220 0.642 -0.578 0.6 -0.1 -0.4
H -1.028 -0.360 1.356 2.9 0.1 -2.5
```
Forces are in eV/Å.

Calculated values
Relative energy (zero: lowest compared OMol25 entry of this formula, charge and spin): 35.2 kcal/mol
SMILES string: S=CNS
Frontier orbital gap: 0.322 hartree
HOMO energy: -8.6025 eV
Net charge: 0

Entry 5:
ORCA calculation (ωB97M-V/def2-TZVPD) on 2 unconnected molecules or ions with the total composition C2H3IN2 at a distorted geometry.

Geometry as XYZ:
```
8
Properties=species:S:1:pos:R:3:forces:R:3
I 5.386 0.298 -0.069 0.0 0.0 0.0
N -2.222 -1.646 -0.087 -2.4 -2.5 0.6
N -1.555 -0.617 -0.045 3.4 3.2 -0.8
C 0.408 0.928 -0.104 -1.6 -0.3 0.5
C -0.592 0.093 -0.194 -2.4 -1.7 0.7
H 1.214 0.819 -0.691 2.7 -0.2 -2.0
H 0.336 1.697 0.575 0.0 1.7 1.5
H -2.976 -1.571 0.614 0.2 -0.1 -0.4
```
Forces are in eV/Å.

Calculated values
Relative energy (zero: lowest compared OMol25 entry of this formula, charge and spin): 75.8 kcal/mol
Frontier orbital gap (alpha / beta): 0.359 / 0.144 hartree
HOMO energy (alpha / beta): -9.8400 / -7.3307 eV
Net charge: 0

Entry 6:
ORCA calculation (ωB97M-V/def2-TZVPD) on a molecular structure, C37H29Br2HgN6O2S at a distorted geometry.

Geometry as XYZ:
```
78
Properties=species:S:1:pos:R:3:forces:R:3
Hg -0.276 0.007 0.096 -0.2 0.2 -0.3
Br 7.509 1.047 -0.952 0.0 0.0 0.0
Br -0.401 4.195 -1.062 -0.1 -0.1 -0.5
S 0.989 2.322 2.267 -0.2 0.2 -0.3
O -2.502 1.488 1.827 -0.4 1.6 -1.4
O -2.599 3.194 0.415 -0.4 -0.3 -1.0
N 0.903 -0.835 2.797 -0.2 -0.3 -0.5
N 1.848 -0.867 -1.888 -0.3 0.5 0.4
N -0.716 -2.596 1.566 0.3 -0.1 0.5
N -0.795 -1.481 -2.547 -0.1 0.3 -0.1
N 1.616 -0.010 3.544 0.7 -0.9 1.3
N 2.195 1.926 4.550 0.2 -0.1 0.3
C -0.088 -3.699 -3.175 -0.2 -0.3 -0.1
C 2.550 -2.540 3.378 0.3 0.1 0.4
C -5.085 1.225 -1.420 -0.2 0.0 -1.1
C 4.826 -2.115 4.073 0.2 0.0 0.0
C -1.383 -4.059 -3.432 0.2 -0.1 0.0
C 3.661 -4.015 4.942 0.3 -0.1 0.2
C -2.164 1.035 3.121 0.3 -0.2 0.8
C 4.693 0.876 -0.428 0.2 0.0 0.0
C 3.718 -1.774 3.321 -0.1 -0.1 -0.2
C 1.570 1.292 3.476 -0.1 0.5 -0.6
C -1.756 3.681 -2.313 0.7 0.6 -0.3
C 5.484 -0.464 -2.282 0.3 0.1 0.2
C -1.025 -4.623 0.331 0.3 -0.2 0.0
C -2.869 2.890 -1.952 -0.1 -0.1 0.1
C 0.253 -5.041 0.689 -0.3 0.0 -0.1
C -2.460 3.754 -4.614 -0.8 -0.5 -0.3
C -3.745 2.474 -3.004 0.2 0.1 0.2
C -4.282 1.666 -0.380 0.8 0.7 0.4
C 2.544 -3.664 4.209 -0.1 0.1 -0.2
C 3.417 0.421 -0.647 -0.2 0.0 0.0
C 0.520 -2.992 1.925 -0.7 -0.6 -0.8
C -3.201 2.500 -0.624 -1.0 -0.6 0.1
C 0.200 -2.387 -2.721 0.4 -0.1 0.0
C 1.529 -2.020 -2.416 0.2 -0.6 -0.2
C 1.321 -2.078 2.702 0.2 1.4 0.5
C -4.839 1.638 -2.708 -0.3 -0.3 0.3
C -3.528 2.938 -4.319 0.4 0.3 -0.2
C -2.399 -3.118 -3.229 -0.4 -0.1 -0.1
C -2.032 -1.856 -2.784 0.0 0.0 -0.1
C 3.127 -0.501 -1.675 0.3 -0.1 -0.4
C 4.806 -3.233 4.890 0.0 -0.1 0.1
C -1.561 4.107 -3.616 0.2 -0.1 1.1
C 5.721 0.422 -1.246 0.3 0.0 -0.1
C 4.203 -0.921 -2.493 -0.2 -0.2 0.0
C -1.442 -3.392 0.801 -0.2 -0.1 -0.1
C -2.329 2.800 1.629 0.3 -1.0 2.1
C 1.026 -4.233 1.489 0.1 0.3 0.1
H -4.218 2.642 -5.097 -0.1 -0.1 0.0
H -5.932 0.585 -1.206 0.0 0.0 0.0
H 4.891 1.579 0.368 0.0 0.0 0.1
H -2.304 4.116 -5.624 0.0 -0.1 0.0
H 3.752 -0.921 2.662 0.0 0.1 0.0
H 2.872 1.345 5.026 -0.1 -0.1 0.0
H 2.603 0.769 -0.027 -0.1 0.1 0.1
H -4.527 1.397 0.636 0.1 0.0 0.0
H 6.297 -0.793 -2.920 0.0 0.1 0.0
H 0.637 -5.989 0.330 0.1 0.0 0.0
H -1.621 -5.059 -3.783 0.0 0.0 0.0
H -2.428 -3.017 0.554 -0.1 0.0 -0.1
H -2.784 -1.092 -2.617 -0.2 0.1 0.0
H -0.698 4.713 -3.851 0.1 0.0 0.1
H -1.562 1.789 3.630 0.0 -0.1 -0.1
H 2.031 -4.528 1.755 0.0 0.0 0.0
H -1.591 0.111 3.016 0.0 0.1 -0.1
H -3.434 -3.367 -3.419 -0.1 0.0 0.0
H 2.288 -2.805 -2.549 0.0 0.0 0.0
H 5.721 -1.506 4.022 0.0 0.0 0.0
H 3.646 -4.897 5.572 -0.1 0.0 0.0
H 1.646 -4.263 4.288 -0.1 0.0 0.0
H 0.721 -4.405 -3.313 0.1 0.0 0.0
H 5.678 -3.497 5.476 0.0 0.0 0.0
H 4.013 -1.581 -3.329 -0.1 0.0 0.0
H -3.085 0.848 3.686 0.0 0.0 -0.1
H 2.524 2.852 4.316 -0.1 -0.2 0.0
H -1.656 -5.222 -0.310 0.0 0.0 0.0
H -5.486 1.328 -3.521 0.0 0.0 0.0
```
Forces are in eV/Å.

Calculated values
Relative energy (zero: lowest compared OMol25 entry of this formula, charge and spin): 0.0 kcal/mol
Frontier orbital gap (alpha / beta): 0.137 / 0.182 hartree
2S+1: 2
⟨S²⟩: 0.77
HOMO energy (alpha / beta): 0.4077 / -0.8145 eV
Net charge: -2

Entry 7:
ORCA calculation (ωB97M-V/def2-TZVPD) on a molecular structure, C27H27IrN3O3.

Geometry as XYZ:
```
61
Properties=species:S:1:pos:R:3:forces:R:3
Ir -0.086 0.527 -0.362 -0.2 0.1 -0.8
O 0.090 2.512 -0.144 0.1 -0.1 0.0
O 3.442 0.389 1.503 0.0 -0.1 0.0
O -3.649 0.342 1.563 0.0 0.0 0.0
N 1.867 0.159 -0.031 0.1 0.2 0.4
N -2.114 0.542 -0.031 0.0 0.3 0.4
N -0.124 0.433 1.574 0.2 0.1 0.2
C -0.098 0.602 4.274 0.0 0.0 -0.1
C -2.044 -1.495 -1.933 0.0 0.1 0.0
C -1.930 -2.503 -2.880 0.0 0.0 0.0
C 1.113 0.532 3.577 0.0 0.0 0.0
C -1.056 3.382 -0.596 -0.1 -0.1 -0.1
C -2.989 -2.743 -3.742 0.0 0.0 0.0
C 0.909 4.703 -0.157 0.0 0.0 0.0
C -1.292 0.510 2.216 -0.2 0.0 -0.1
C 3.078 -0.022 -0.841 0.1 0.0 0.0
C 1.599 1.670 -3.923 0.0 0.0 0.0
C 1.070 0.449 2.201 0.1 0.0 -0.1
C -4.151 -1.986 -3.648 0.1 0.0 0.0
C -0.423 4.723 -0.910 0.0 0.0 0.0
C 2.186 0.329 1.213 -0.1 -0.1 0.0
C -3.195 -0.717 -1.840 0.0 0.1 0.0
C 4.179 0.300 0.206 0.1 -0.1 0.0
C -3.344 0.384 -0.817 -0.1 0.0 0.0
C -1.318 0.588 3.597 0.0 -0.1 0.0
C -2.410 0.482 1.229 0.1 0.0 0.0
C 2.977 0.802 -2.104 0.0 0.0 -0.1
C 2.743 2.171 -4.536 0.0 0.0 0.0
C 1.371 3.280 -0.314 0.1 0.0 0.1
C 1.738 0.993 -2.727 0.1 -0.1 0.4
C -4.386 0.088 0.294 0.0 0.0 0.0
C 3.985 1.982 -3.949 0.0 0.0 0.0
C 4.105 1.297 -2.745 0.0 0.0 0.1
C -4.256 -0.978 -2.702 0.1 0.0 -0.1
H -4.978 -2.185 -4.315 0.0 0.0 0.0
H 2.045 2.932 0.465 0.0 0.0 0.0
H -4.674 -0.961 0.331 0.0 0.0 0.0
H -3.549 1.340 -1.307 -0.1 -0.1 0.0
H -2.263 0.630 4.122 0.0 0.0 0.0
H -0.088 0.667 5.354 0.0 0.0 0.0
H -5.260 0.730 0.290 0.0 0.0 0.0
H 3.149 -1.077 -1.122 -0.1 0.0 0.0
H 1.766 3.055 -1.300 0.0 0.0 0.0
H 0.821 0.558 -2.258 -0.2 -0.2 -0.4
H -2.912 -3.527 -4.483 0.0 0.0 0.0
H 5.091 1.139 -2.323 0.0 0.0 0.0
H 4.682 1.255 0.065 -0.1 0.0 0.0
H -1.038 -3.113 -2.931 0.0 0.0 0.0
H -0.260 4.829 -1.981 0.0 0.0 0.0
H 0.782 4.961 0.894 0.0 0.0 0.0
H -1.066 5.536 -0.581 0.0 0.0 0.0
H 2.065 0.536 4.091 0.0 0.0 0.0
H 1.634 5.389 -0.594 0.0 0.0 0.0
H 2.664 2.695 -5.479 0.0 0.0 0.0
H -1.510 2.897 -1.458 0.0 0.0 0.0
H 0.628 1.795 -4.382 0.0 0.0 0.0
H 4.901 -0.500 0.334 0.0 0.0 0.0
H -1.209 -1.373 -1.214 0.1 -0.1 0.1
H 4.873 2.361 -4.436 0.0 0.0 0.0
H -5.162 -0.385 -2.651 0.0 0.0 0.0
H -1.748 3.402 0.243 0.0 0.0 0.0
```
Forces are in eV/Å.

Calculated values
Relative energy (zero: lowest compared OMol25 entry of this formula, charge and spin): 13.5 kcal/mol
Frontier orbital gap: 0.204 hartree
HOMO energy: -17.2089 eV
Net charge: +3

Entry 8:
ORCA calculation (ωB97M-V/def2-TZVPD) on a molecular structure, C4H3CoF6N2O8S3.

Geometry as XYZ:
```
27
Properties=species:S:1:pos:R:3:forces:R:3
Co 0.555 -0.814 -0.299 0.0 0.5 0.2
S 1.092 2.346 0.016 0.0 0.1 0.3
S -0.303 -2.448 -2.057 -0.4 -0.3 0.0
S -1.461 1.519 0.701 0.2 0.3 0.1
F -3.162 3.321 -0.025 -0.1 0.2 0.0
F -3.828 1.275 -0.280 -0.2 -0.1 0.0
F 0.367 1.470 -2.323 0.0 0.0 -0.1
F 0.419 3.632 -2.139 0.0 0.0 -0.1
F -2.383 2.124 -1.652 0.0 0.0 -0.1
F 2.270 2.508 -2.285 0.0 0.0 -0.1
O 2.015 3.319 0.476 -0.1 0.0 0.0
O 0.997 -1.490 -1.911 0.1 0.3 0.1
O -1.987 1.460 2.020 0.1 0.0 -0.1
O -1.092 0.229 0.088 0.0 -0.3 0.0
O 0.109 -3.729 -2.513 0.1 0.0 0.0
O -1.260 -1.700 -2.807 0.0 -0.1 0.0
O 1.471 0.935 0.233 0.2 -0.1 -0.2
O -0.601 -2.431 -0.557 0.0 0.0 -0.2
N 1.440 -1.724 1.277 -0.2 0.0 0.0
N -0.369 2.632 0.495 -0.1 -0.2 0.0
C 1.033 2.508 -1.816 0.0 -0.1 0.1
C 1.461 -2.488 2.124 0.1 -0.2 0.3
C -2.808 2.105 -0.399 0.1 -0.1 0.0
C 1.501 -3.458 3.208 0.0 0.1 -0.1
H 2.295 -3.197 3.904 0.0 0.0 0.0
H 0.545 -3.455 3.727 0.0 0.0 0.0
H 1.683 -4.449 2.796 0.0 0.0 0.0
```
Forces are in eV/Å.

Calculated values
Frontier orbital gap (alpha / beta): 0.389 / 0.275 hartree
2S+1: 5
⟨S²⟩: 6.01
HOMO energy (alpha / beta): -10.7674 / -10.6665 eV
Net charge: 0

Q: The highest net charge belongs to which entry?
A: C27H27IrN3O3